No. 1
A cluster of 3 separate species, C26H55BrNO12P2 in total in a non-equilibrium geometry. Source: the OMol25 dataset; level of theory: the ωB97M-V functional and the def2-TZVPD basis.

Geometry (Å):
C  2.5101  1.7520  0.1527
C  3.0970  0.5419  -0.5722
C  4.2973  0.0026  0.1477
O  5.2166  0.7020  0.5293
O  4.3105  -1.3440  0.3035
C  4.9082  -1.8548  1.5048
C  6.1839  -2.6270  1.1470
C  7.4349  -2.0015  1.7273
O  7.3078  -1.4809  3.0462
C  8.5437  -0.9625  3.3064
N  8.9293  -0.2480  1.9983
C  9.2839  1.2095  2.0468
C  8.0138  2.0383  1.8858
C  7.7263  2.9899  2.9839
O  7.0001  1.7063  2.7630
C  8.0162  -0.7839  0.9448
C  8.6440  -1.1850  -0.3934
C  7.7397  -0.7891  -1.5683
C  7.6543  0.7156  -1.7581
Br  6.5982  1.1497  -3.3154
H  1.6343  2.1202  -0.3725
H  3.2371  2.5598  0.2065
H  2.2566  1.4825  1.1771
H  2.3434  -0.2243  -0.7375
H  3.4481  0.8426  -1.5634
H  4.1867  -2.5387  1.9436
H  5.1042  -1.0804  2.2419
H  6.1552  -3.6587  1.4889
H  6.2888  -2.6410  0.0646
H  8.2532  -2.7409  1.7484
H  9.3000  -1.7511  3.4132
H  8.6461  -0.3472  4.1933
H  9.8251  -0.6812  1.7655
H  9.6271  1.4632  3.0440
H  9.9806  1.4742  1.2576
H  7.7494  2.3647  0.8868
H  6.9939  3.7499  2.7594
H  8.1543  2.8574  3.9656
H  7.1164  -0.1959  0.7552
H  8.7161  -2.2755  -0.4089
H  9.6503  -0.7812  -0.5309
H  6.7260  -1.1478  -1.3848
H  8.1072  -1.2667  -2.4743
H  8.6337  1.1790  -1.8540
H  7.1253  1.1738  -0.9268
O  -1.2606  -0.2564  -2.0445
P  -2.2383  -1.0140  -2.8842
O  -3.6384  -0.7291  -2.1129
C  -4.2113  0.5778  -2.1449
C  -4.7689  0.9209  -3.5138
O  -1.8407  -2.5086  -2.2909
C  -0.6349  -2.7541  -1.5770
C  -0.8199  -2.5950  -0.0857
O  -2.9625  -1.8796  -4.0810
C  -2.7008  -1.6425  -5.4758
C  -1.2235  -1.7257  -5.8003
H  -3.4727  1.3204  -1.8299
H  -5.0115  0.5781  -1.4056
H  -3.9610  1.0845  -4.2363
H  -5.3618  1.8343  -3.4703
H  -5.3912  0.1085  -3.8886
H  0.1656  -2.1031  -1.9312
H  -0.3471  -3.7805  -1.8152
H  -1.2143  -1.6072  0.1526
H  0.1308  -2.7292  0.4360
H  -1.5325  -3.3241  0.3016
H  -3.1086  -0.6711  -5.7691
H  -3.2562  -2.4046  -6.0196
H  -0.6724  -0.9014  -5.3339
H  -1.0623  -1.6644  -6.8763
H  -0.8012  -2.6592  -5.4290
O  -8.4789  1.7334  0.5002
P  -9.1755  1.2040  1.6774
O  -8.9186  2.0663  2.9922
C  -9.1733  3.4765  2.9705
C  -10.6551  3.7967  2.9221
O  -8.4594  -0.1557  2.1374
C  -7.3381  -0.6809  1.4283
C  -6.0350  -0.2131  2.0387
O  -10.6625  0.6924  1.8765
C  -11.6226  0.7279  0.7950
C  -11.1370  -0.0088  -0.4367
H  -8.6497  3.9324  2.1270
H  -8.7342  3.8723  3.8848
H  -11.0780  3.5498  1.9452
H  -10.8213  4.8600  3.0946
H  -11.1968  3.2236  3.6741
H  -7.3921  -0.4182  0.3716
H  -7.4136  -1.7670  1.4960
H  -5.9880  0.8755  2.0877
H  -5.1869  -0.5735  1.4534
H  -5.9350  -0.5854  3.0592
H  -11.8645  1.7663  0.5566
H  -12.5259  0.2646  1.1855
H  -10.2886  0.5041  -0.8925
H  -11.9318  -0.0671  -1.1803
H  -10.8161  -1.0182  -0.1776

**Charge**: +1
**Spin multiplicity**: 1
**Gap between HOMO and LUMO**: 8.4 eV
**Total energy**: -5237.840134 hartree
**F_max**: 8.36 eV Å⁻¹



No. 2
A structure of composition C26H55GeN5O3S6SiTi. Source: the OMol25 dataset; level of theory: the ωB97M-V functional and the def2-TZVPD basis.

Geometry (Å):
Ti  -0.6327  0.6665  -0.0331
C  0.9860  -2.0043  2.0446
C  1.8760  -0.8774  1.5586
C  2.9502  -0.5426  2.5764
C  2.4922  -1.1974  0.2191
O  1.0241  0.3309  1.3362
Si  0.6638  1.5286  2.5029
S  -0.7294  2.5782  1.3444
O  0.0598  0.6824  3.7409
C  -0.2566  1.0682  5.1046
C  -1.3224  0.0902  5.5645
C  1.0108  0.9367  5.9327
C  -0.7856  2.4942  5.1228
O  1.9537  2.3356  3.0318
C  2.7810  3.4172  2.5413
C  4.0635  3.3471  3.3519
C  3.0612  3.2248  1.0619
C  2.0507  4.7268  2.7965
H  1.5978  -2.8858  2.2401
H  0.2415  -2.2704  1.2924
H  0.4702  -1.7213  2.9617
H  3.5862  -1.4177  2.7127
H  2.5197  -0.2821  3.5433
H  3.5717  0.2863  2.2367
H  3.1213  -2.0845  0.3120
H  3.1019  -0.3697  -0.1439
H  1.7206  -1.4157  -0.5187
H  -0.9523  -0.9338  5.5007
H  -2.2139  0.1796  4.9423
H  -1.6011  0.2913  6.6000
H  1.3827  -0.0888  5.8976
H  0.8112  1.1914  6.9745
H  1.7843  1.6052  5.5522
H  -1.6671  2.5843  4.4861
H  -0.0229  3.1951  4.7760
H  -1.0643  2.7797  6.1379
H  4.5704  2.3951  3.1862
H  3.8421  3.4409  4.4155
H  4.7397  4.1530  3.0655
H  3.5305  2.2550  0.8773
H  3.7377  4.0014  0.7015
H  2.1371  3.2859  0.4863
H  1.8363  4.8386  3.8602
H  1.1122  4.7618  2.2419
H  2.6688  5.5697  2.4828
C  -3.7160  -1.9864  -5.6953
C  -4.7009  -1.9851  -4.5329
C  -4.0411  -2.2259  -3.1780
C  -3.0496  -1.1100  -2.7764
Ge  -1.2149  -1.7169  -2.9791
C  -0.6842  -3.1886  -1.8007
C  -0.4098  -4.4648  -2.6040
C  0.2059  -5.5742  -1.7545
C  -0.6889  -6.0250  -0.6056
H  -4.2270  -1.8479  -6.6475
H  -3.1742  -2.9345  -5.7468
H  -2.9771  -1.1858  -5.6088
H  -5.4549  -2.7578  -4.6958
H  -5.2383  -1.0324  -4.5008
H  -3.5481  -3.2063  -3.2049
H  -4.8082  -2.3104  -2.4069
H  -3.1809  -0.8241  -1.7325
H  -3.2053  -0.2086  -3.3740
H  -0.8138  -2.0239  -4.4268
H  -1.4699  -3.3400  -1.0597
H  0.2165  -2.9009  -1.2504
H  0.2592  -4.2317  -3.4371
H  -1.3401  -4.8265  -3.0554
H  1.1675  -5.2253  -1.3634
H  0.4300  -6.4249  -2.4011
H  -0.8410  -5.2298  0.1272
H  -0.2551  -6.8727  -0.0763
H  -1.6714  -6.3323  -0.9722
N  -3.0679  4.5628  -3.1628
N  -2.9729  3.5202  -2.2547
N  -3.9881  3.1517  -1.5070
C  -3.4786  2.1007  -0.8811
N  -2.2191  1.8642  -1.2652
N  -1.9105  2.7925  -2.1621
H  -3.8978  5.0962  -2.9119
H  -2.2260  5.1294  -3.0899
H  -4.0158  1.5257  -0.1488
C  -1.9667  -0.7023  0.7632
H  -2.9842  -0.3043  0.7142
H  -1.6958  -0.7624  1.8227
H  -1.9547  -1.7090  0.3408
C  1.8438  3.0238  -3.9339
S  2.4307  2.3619  -2.3505
C  2.6624  0.6806  -2.8123
C  1.6798  -0.2277  -2.8831
S  0.0005  0.1964  -2.5458
S  2.1385  -1.8417  -3.3428
C  3.8565  -1.5499  -3.4871
S  4.9269  -2.7016  -3.8883
S  4.2702  0.1100  -3.1667
H  1.7220  4.0964  -3.7927
H  0.8874  2.5792  -4.2007
H  2.5821  2.8496  -4.7128

**Expectation value of S²**: 0.756
**Charge**: +1
**Spin multiplicity**: 2
**Gap between HOMO and LUMO (spin up / spin down)**: 7.9 / 8.0 eV
**Total energy**: -7128.184811 hartree
**F_max**: 0.50 eV Å⁻¹



No. 3
A cluster of 3 separate species, C26H56B2FN4O15P2 in total in a non-equilibrium geometry. Source: the OMol25 dataset; level of theory: the ωB97M-V functional and the def2-TZVPD basis.

Geometry (Å):
C  0.7417  -2.3111  3.0208
N  0.0434  -1.5926  1.9297
C  -1.3856  -1.3926  2.2505
C  -1.9759  -0.3272  1.3071
N  -2.8658  -0.4715  0.2925
B  -3.4710  -1.8181  -0.0391
O  -2.8287  -2.7117  -0.8709
O  -4.6835  -2.2274  0.5325
C  -3.1883  0.6928  -0.4210
B  -4.1489  0.8967  -1.6784
O  -5.0507  -0.0823  -2.1570
O  -4.0921  2.0979  -2.4026
C  -2.8873  2.1134  -3.2162
C  -2.3795  1.6634  0.3057
C  -2.3462  3.1803  -0.0211
O  -3.3696  3.7559  -0.2106
N  -1.1142  3.9572  -0.0535
C  -0.4599  3.9240  -1.2973
O  -0.1077  2.9496  -1.8663
F  -0.1690  5.1397  -1.8695
N  -1.6632  1.0029  1.3254
C  -0.7710  1.8999  2.0971
C  -0.0053  1.3388  3.3359
C  1.4881  0.9739  2.9238
C  2.3274  2.3126  2.7341
C  3.8805  2.0793  2.7131
C  4.4651  2.0377  1.2352
C  5.7833  1.1755  1.2624
C  6.4220  0.9718  -0.1579
C  5.6081  -0.1430  -0.9431
C  6.0519  -1.6058  -0.5041
C  4.8043  -2.4029  0.0333
O  4.7534  -2.2578  1.4700
C  4.3170  -3.4621  2.1048
H  1.8385  -2.1358  2.8720
H  0.5514  -3.4081  2.9239
H  0.4766  -1.8962  4.0225
H  0.0421  -2.1220  1.0570
H  -1.8936  -2.3891  2.0659
H  -1.5710  -1.1908  3.3360
H  -3.4185  -3.4714  -1.0364
H  -5.4184  -1.6420  0.2746
H  -4.5019  -0.6522  -2.7359
H  -2.1709  1.2985  -2.9261
H  -2.3674  3.0823  -3.0462
H  -3.1942  1.9621  -4.2760
H  -1.2557  4.9108  0.2928
H  -0.0130  2.3209  1.3889
H  -1.3914  2.7712  2.4424
H  -0.5105  0.5305  3.9072
H  0.1130  2.1931  4.0585
H  2.0062  0.3495  3.6869
H  1.5015  0.4695  1.9234
H  1.9934  3.0931  3.4616
H  2.0555  2.7123  1.7134
H  4.3552  2.9733  3.2050
H  4.2072  1.1878  3.3052
H  3.7077  1.6345  0.5143
H  4.7569  3.0734  0.9067
H  6.5558  1.6471  1.9160
H  5.4967  0.1781  1.6936
H  6.3776  1.9233  -0.7469
H  7.4936  0.6404  -0.1190
H  4.5415  -0.0223  -0.6054
H  5.6364  -0.0048  -2.0502
H  6.8309  -1.5537  0.2933
H  6.4615  -2.1862  -1.3706
H  3.8344  -2.0158  -0.3937
H  4.8604  -3.5015  -0.1826
H  3.3989  -3.8159  1.5535
H  5.1056  -4.2521  2.1711
H  3.9664  -3.1699  3.1308
C  -5.7752  -8.2988  2.7117
O  -4.6358  -7.5046  3.0984
P  -4.9207  -5.8634  3.4526
O  -3.6707  -5.3683  2.7702
O  -4.6423  -6.1074  5.0383
C  -5.5626  -6.9203  5.7650
O  -5.5364  -4.3173  3.7932
C  -6.2280  -3.6966  2.7049
H  -5.5258  -8.8527  1.8068
H  -6.0076  -9.0086  3.5077
H  -6.6539  -7.6819  2.5151
H  -5.1527  -7.9265  5.8649
H  -6.5350  -6.9743  5.2685
H  -5.6984  -6.4949  6.7580
H  -7.1014  -4.2896  2.4255
H  -5.5649  -3.5905  1.8515
H  -6.5604  -2.7091  3.0245
C  1.3679  2.9242  -7.7405
O  2.4570  3.7307  -7.2589
P  2.1051  5.3576  -6.8785
O  3.3777  5.9020  -7.4615
O  2.2895  5.0688  -5.2824
C  1.3512  4.2119  -4.6409
O  1.4217  6.8752  -6.5263
C  0.7782  7.5155  -7.6331
H  1.6893  2.4027  -8.6423
H  1.1012  2.1852  -6.9810
H  0.4885  3.5265  -7.9776
H  1.7826  3.2132  -4.5455
H  0.4128  4.1485  -5.2006
H  1.1430  4.6005  -3.6494
H  -0.0570  6.9073  -7.9858
H  1.4873  7.6775  -8.4471
H  0.3951  8.4782  -7.2980

**Charge**: +1
**Spin multiplicity**: 1
**Gap between HOMO and LUMO**: 6.9 eV
**Total energy**: -3203.971996 hartree
**F_max**: 8.88 eV Å⁻¹